Record 1
This record from OMol25 describes a gas-phase ion, C5H12NS (charge -1) in a non-equilibrium geometry. The level of theory is the ωB97M-V functional and the def2-TZVPD basis.

Positions of all 19 atoms, in Å:
1 C -1.615 -0.194 0.082
2 N -0.276 0.148 -0.380
3 C 0.990 -0.493 0.010
4 C 2.142 0.080 -0.857
5 S 3.694 -0.761 -0.454
6 C 1.194 -0.359 1.535
7 C -2.593 0.714 -0.693
8 H -1.738 -0.135 1.171
9 H -1.803 -1.172 -0.374
10 H -0.164 1.152 -0.310
11 H 0.892 -1.562 -0.204
12 H 2.276 1.134 -0.593
13 H 1.770 -0.024 -1.880
14 H 1.449 0.626 1.931
15 H 0.313 -0.774 2.033
16 H 2.051 -1.003 1.765
17 H -2.403 1.784 -0.661
18 H -3.620 0.462 -0.391
19 H -2.559 0.375 -1.730

Values from the calculation:
- Molecular weight: 118.22 Da
- ΔE to the lowest compared entry with this formula, charge and spin: 0.523 eV
- Net charge: -1
- E_LUMO: 3.478 eV
- DFT total energy: -17705.268 eV
- SMILES string: CCN[C@H](C)C[S-]

***

Record 2
This record from OMol25 describes C5H11NO2 in the gas phase in a non-equilibrium geometry. The level of theory is the ωB97M-V functional and the def2-TZVPD basis.

Positions of all 19 atoms, in Å:
1 C -0.562 2.392 0.277
2 N 0.532 1.607 0.084
3 C 0.226 -1.388 -1.792
4 C -0.492 -0.488 -0.764
5 C 0.512 0.139 0.231
6 C 0.131 -0.257 1.647
7 O 0.634 -1.584 1.886
8 O -1.532 2.056 0.924
9 H -0.457 3.392 -0.165
10 H 1.188 2.007 -0.569
11 H 0.962 -2.021 -1.305
12 H -0.512 -1.954 -2.307
13 H 0.678 -0.789 -2.581
14 H -1.172 0.205 -1.266
15 H -1.234 -1.089 -0.263
16 H 1.527 -0.178 0.015
17 H 0.551 0.360 2.446
18 H -0.928 -0.194 1.866
19 H -0.054 -2.217 1.637

Values from the calculation:
- Molecular weight: 117.15 Da
- ΔE to the lowest compared entry with this formula, charge and spin: 1.080 eV
- E_LUMO: 0.797 eV
- DFT total energy: -10948.187 eV
- SMILES string: CC[C@H](CO)NC=O

***

Record 3
This record from OMol25 describes a molecular structure, C40H49AuN4O3P3S3 in a non-equilibrium geometry. The level of theory is the ωB97M-V functional and the def2-TZVPD basis.

Positions of all 103 atoms, in Å:
1 Au 0.327 0.330 -0.102
2 C 2.178 -2.562 3.638
3 C 0.855 -2.775 4.342
4 C -0.082 -3.667 3.550
5 O 0.184 -1.518 4.691
6 P 0.047 -0.173 3.870
7 S 1.612 0.894 3.630
8 S -0.762 -0.593 2.033
9 O -1.023 0.606 4.733
10 C -2.240 0.130 5.378
11 C -1.909 -0.389 6.762
12 C -2.996 -0.885 4.539
13 H 2.663 -3.531 3.503
14 H 2.833 -1.915 4.218
15 H 2.030 -2.108 2.656
16 H 1.028 -3.225 5.317
17 H -0.247 -3.261 2.552
18 H -1.043 -3.768 4.058
19 H 0.363 -4.659 3.454
20 H -2.836 1.036 5.468
21 H -1.315 -1.300 6.698
22 H -2.832 -0.603 7.305
23 H -1.343 0.358 7.318
24 H -2.425 -1.810 4.445
25 H -3.191 -0.495 3.538
26 H -3.949 -1.111 5.019
27 N 0.786 -1.442 -0.724
28 P 0.373 -2.652 -1.659
29 C 0.625 -2.273 -3.407
30 C 1.372 -3.080 -4.257
31 C 1.528 -2.719 -5.591
32 C 0.941 -1.561 -6.074
33 C 0.191 -0.752 -5.225
34 C 0.041 -1.104 -3.896
35 C -1.337 -3.212 -1.528
36 C -1.940 -3.152 -0.271
37 C -3.226 -3.641 -0.093
38 C -3.916 -4.184 -1.172
39 C -3.320 -4.240 -2.426
40 C -2.029 -3.758 -2.607
41 C 1.381 -4.101 -1.290
42 C 2.769 -3.961 -1.392
43 C 3.599 -5.007 -1.027
44 C 3.052 -6.189 -0.539
45 C 1.678 -6.327 -0.422
46 C 0.838 -5.284 -0.797
47 H 1.829 -3.988 -3.887
48 H 2.114 -3.345 -6.252
49 H 1.068 -1.283 -7.112
50 H -0.265 0.154 -5.605
51 H -0.517 -0.469 -3.216
52 H -1.387 -2.740 0.565
53 H -3.688 -3.605 0.886
54 H -4.913 -4.581 -1.031
55 H -3.857 -4.665 -3.264
56 H -1.561 -3.817 -3.582
57 H 3.188 -3.027 -1.748
58 H 4.673 -4.902 -1.115
59 H 3.702 -7.001 -0.241
60 H 1.256 -7.246 -0.036
61 H -0.235 -5.398 -0.709
62 C -0.722 9.198 3.962
63 C -1.532 9.428 2.717
64 O -2.705 9.631 2.671
65 S -0.526 9.401 1.155
66 C -0.331 7.642 1.029
67 C 0.867 7.142 0.523
68 C 1.037 5.779 0.339
69 C 0.014 4.886 0.654
70 C -1.170 5.391 1.192
71 C -1.349 6.754 1.371
72 C 0.154 3.472 0.409
73 C 0.213 2.279 0.221
74 H -1.367 9.176 4.837
75 H 0.007 10.003 4.054
76 H -0.165 8.265 3.871
77 H 1.667 7.828 0.278
78 H 1.974 5.397 -0.044
79 H -1.961 4.707 1.481
80 H -2.286 7.123 1.768
81 C -5.018 1.653 -2.163
82 N -3.615 2.267 -2.116
83 C -3.569 3.311 -0.982
84 N -4.001 2.741 0.241
85 C -5.336 2.172 0.119
86 N -5.381 1.121 -0.898
87 C -4.591 -0.064 -0.518
88 P -2.765 0.284 -0.267
89 C -2.585 1.198 -1.891
90 C -3.041 1.784 0.805
91 H -5.000 0.873 -2.924
92 H -5.700 2.450 -2.456
93 H -3.428 2.739 -3.001
94 H -4.228 4.125 -1.284
95 H -2.539 3.662 -0.908
96 H -6.040 2.960 -0.155
97 H -5.635 1.752 1.078
98 H -4.704 -0.837 -1.282
99 H -4.993 -0.469 0.412
100 H -2.656 0.473 -2.704
101 H -1.596 1.659 -1.914
102 H -2.082 2.271 0.977
103 H -3.413 1.439 1.771

Values from the calculation:
- Molecular weight: 1019.95 Da
- ΔE to the lowest compared entry with this formula, charge and spin: 1.787 eV
- Net charge: +1
- E_LUMO (spin up / spin down): -5.056 / -5.053 eV
- DFT total energy: -118435.060 eV